## one
Here is an isolated molecule of C10H19N3O5 from the Open Molecules 2025 dataset. Energies are from wB97M-V/def2-TZVPD.

Each atom is followed by the atoms it is bonded to, with distances in Å.
Element x y z (Å)
1 N 3.535 -1.484 4.445  C2 1.465, H19 1.003, H20 1.044
2 C 4.046 -1.619 3.079  N1 1.465, C3 1.547, H21 1.118, H22 1.125
3 C 3.053 -1.375 1.917  C2 1.547, C4 1.557, H23 1.113, H24 1.076
4 C 2.725 0.132 1.707  C3 1.557, C5 1.519, H25 1.091, H26 1.070
5 C 1.604 0.513 0.755  C4 1.519, C6 1.517, H27 1.112, H28 1.091
6 C 1.657 -0.325 -0.508  C5 1.517, N7 1.477, C8 1.515, H29 1.119
7 N 2.985 -0.344 -1.154  C6 1.477, H30 1.038, H31 1.009
8 C 0.605 0.193 -1.469  C6 1.515, O9 1.247, N10 1.358
9 O 0.851 1.147 -2.233  C8 1.247
10 N -0.677 -0.172 -1.207  C8 1.358, C11 1.487, H32 1.044
11 C -1.929 0.267 -1.878  N10 1.487, C12 1.512, C16 1.539, H33 1.125
12 C -3.035 -0.682 -1.475  C11 1.512, C13 1.532, H34 1.139, H35 1.033
13 C -3.137 -0.792 0.050  C12 1.532, O14 1.203, O15 1.329
14 O -2.501 -1.633 0.629  C13 1.203
15 O -3.945 0.071 0.660  C13 1.329, H36 0.985
16 C -2.368 1.704 -1.547  C11 1.539, O17 1.222, O18 1.397
17 O -3.454 2.029 -1.091  C16 1.222
18 O -1.347 2.646 -1.699  C16 1.397, H37 0.986
19 H 2.685 -1.995 4.596  N1 1.003
20 H 3.406 -0.520 4.823  N1 1.044
21 H 5.008 -1.051 3.046  C2 1.118
22 H 4.331 -2.704 2.985  C2 1.125
23 H 3.517 -1.820 1.008  C3 1.113
24 H 2.196 -1.991 2.123  C3 1.076
25 H 3.668 0.642 1.505  C4 1.091
26 H 2.458 0.581 2.642  C4 1.070
27 H 1.679 1.584 0.467  C5 1.112
28 H 0.706 0.376 1.360  C5 1.091
29 H 1.368 -1.355 -0.179  C6 1.119
30 H 2.956 -0.992 -1.965  N7 1.038
31 H 3.064 0.590 -1.528  N7 1.009
32 H -0.777 -1.029 -0.620  N10 1.044
33 H -1.746 0.300 -2.988  C11 1.125
34 H -4.049 -0.307 -1.832  C12 1.139
35 H -2.947 -1.604 -1.931  C12 1.033
36 H -3.971 0.907 0.140  O15 0.985
37 H -0.596 2.202 -2.156  O18 0.986

For the HOMO-LUMO gap, the calculation gives 0.3406 Ha. The calculation puts the lowest unoccupied orbital energy at 0.3 eV. Its total charge is 0.

For each atom in turn, the Löwdin charge in e is:
1. N -0.0308
2. C -0.3005
3. C -0.2050
4. C -0.2103
5. C -0.1557
6. C -0.3405
7. N 0.0743
8. C -0.4043
9. O 0.0275
10. N 0.1361
11. C -0.1804
12. C -0.0459
13. C -0.5193
14. O 0.1056
15. O 0.1265
16. C -0.3698
17. O 0.0967
18. O 0.1046
19. H 0.0501
20. H 0.0785
21. H 0.1185
22. H 0.1106
23. H 0.1057
24. H 0.0969
25. H 0.1110
26. H 0.0912
27. H 0.1373
28. H 0.1235
29. H 0.1500
30. H 0.1005
31. H 0.0713
32. H 0.1479
33. H 0.1824
34. H 0.1605
35. H 0.1037
36. H 0.0851
37. H 0.0663

---

## two
Here is an isolated molecule of C10H19N3O5 from the Open Molecules 2025 dataset. Energies are from wB97M-V/def2-TZVPD.

Each atom is followed by the atoms it is bonded to, with distances in Å.
Element x y z (Å)
1 N 4.507 -1.215 0.788  C2 1.427, H19 1.018, H20 0.975
2 C 4.127 -0.751 -0.506  N1 1.427, C3 1.492, H21 1.133, H22 1.095
3 C 2.792 -1.302 -0.880  C2 1.492, C4 1.614, H23 1.051, H24 1.130
4 C 1.566 -0.566 -0.130  C3 1.614, C5 1.443, H25 1.113, H26 1.134
5 C 1.086 0.740 -0.512  C4 1.443, C6 1.536, H27 1.141, H28 1.140
6 C -0.210 1.160 0.198  C5 1.536, N7 1.533, C16 1.558, H29 1.143
7 N -1.339 1.953 -0.469  C6 1.533, C8 1.357, H30 1.007
8 C -2.483 1.459 -1.006  N7 1.357, O9 1.251, C10 1.484
9 O -3.297 2.302 -1.442  C8 1.251
10 C -2.904 0.043 -0.860  C8 1.484, N11 1.411, C12 1.604, H31 1.066
11 N -1.764 -0.734 -1.156  C10 1.411, H32 0.930, H33 1.032
12 C -3.527 -0.110 0.611  C10 1.604, C13 1.609, H34 1.086, H35 1.109
13 C -3.622 -1.650 1.071  C12 1.609, O14 1.227, O15 1.354
14 O -4.432 -1.968 1.936  C13 1.227
15 O -2.737 -2.384 0.355  C13 1.354, H36 0.953
16 C 0.298 2.232 1.208  C6 1.558, O17 1.197, O18 1.410
17 O 0.165 3.413 1.062  C16 1.197
18 O 0.863 1.719 2.394  C16 1.410, H37 0.960
19 H 3.689 -1.136 1.389  N1 1.018
20 H 4.586 -2.184 0.865  N1 0.975
21 H 3.950 0.365 -0.587  C2 1.133
22 H 4.960 -0.907 -1.200  C2 1.095
23 H 2.552 -1.439 -1.893  C3 1.051
24 H 2.728 -2.380 -0.547  C3 1.130
25 H 0.633 -1.162 -0.014  C4 1.113
26 H 1.873 -0.507 0.960  C4 1.134
27 H 0.812 0.700 -1.620  C5 1.141
28 H 1.854 1.548 -0.277  C5 1.140
29 H -0.640 0.277 0.783  C6 1.143
30 H -1.167 2.883 -0.817  N7 1.007
31 H -3.725 -0.192 -1.497  C10 1.066
32 H -0.951 -0.317 -0.983  N11 0.930
33 H -1.834 -1.296 -2.020  N11 1.032
34 H -4.573 0.179 0.571  C12 1.086
35 H -2.950 0.570 1.269  C12 1.109
36 H -2.080 -1.782 0.019  O15 0.953
37 H 1.195 2.438 2.937  O18 0.960

For the HOMO-LUMO gap, the calculation gives 0.3679 Ha. The calculation puts the lowest unoccupied orbital energy at 0.3 eV. Its total charge is 0.

For each atom in turn, the Löwdin charge in e is:
1. N 0.0024
2. C -0.3133
3. C -0.1737
4. C -0.2125
5. C -0.2014
6. C -0.1875
7. N 0.1386
8. C -0.4472
9. O 0.0458
10. C -0.2700
11. N 0.0695
12. C 0.0128
13. C -0.4479
14. O 0.0835
15. O 0.0837
16. C -0.4345
17. O 0.1291
18. O 0.0859
19. H 0.0571
20. H 0.0460
21. H 0.1236
22. H 0.1150
23. H 0.0812
24. H 0.1232
25. H 0.1099
26. H 0.1217
27. H 0.1537
28. H 0.1470
29. H 0.1640
30. H 0.1485
31. H 0.1525
32. H -0.0209
33. H 0.1555
34. H 0.1204
35. H 0.1231
36. H 0.0022
37. H 0.1130

---

We find one to be the most stable, with the next structure 61.3 kcal/mol higher.

---

## one
Here is a cluster of 12 separate species, C5H31NO12 in total from the Open Molecules 2025 dataset. Energies are from wB97M-V/def2-TZVPD.

Each atom is followed by the atoms it is bonded to, with distances in Å.
Element x y z (Å)
1 O 4.264 -2.260 -0.032  C2 1.219
2 C 3.182 -1.716 -0.166  O1 1.219, N3 1.419, H8 1.194
3 N 2.350 -1.902 -1.301  C2 1.419, C4 1.516, C7 1.454
4 C 1.360 -0.789 -1.583  N3 1.516, C5 1.593, H9 1.077, H10 1.157
5 C 0.782 -1.020 -3.049  C4 1.593, C6 1.568, H11 1.127, H12 1.155
6 C 1.694 -2.081 -3.756  C5 1.568, C7 1.653, H13 1.049, H14 1.117
7 C 2.619 -2.658 -2.513  N3 1.454, C6 1.653, H15 1.142, H16 1.075
8 H 2.576 -1.047 0.615  C2 1.194
9 H 1.912 0.136 -1.557  C4 1.077
10 H 0.506 -0.919 -0.813  C4 1.157
11 H 0.863 -0.093 -3.686  C5 1.127
12 H -0.271 -1.481 -2.934  C5 1.155
13 H 1.109 -2.807 -4.237  C6 1.049
14 H 2.440 -1.468 -4.318  C6 1.117
15 H 2.609 -3.775 -2.277  C7 1.142
16 H 3.658 -2.457 -2.706  C7 1.075
17 O 0.669 -0.529 1.458  H18 0.954, H19 1.002
18 H 1.050 0.144 0.899  O17 0.954
19 H 0.604 -0.254 2.420  O17 1.002
20 O -2.807 -1.850 2.353  H21 1.007, H22 0.890
21 H -3.493 -1.228 2.749  O20 1.007
22 H -2.104 -1.310 2.279  O20 0.890
23 O 1.170 2.419 0.019  H24 0.983, H25 1.070
24 H 1.509 2.720 0.892  O23 0.983
25 H 0.105 2.450 -0.081  O23 1.070
26 O 3.208 2.651 -0.624  H27 0.909, H28 0.889
27 H 2.405 2.410 -0.974  O26 0.909
28 H 3.376 2.275 0.164  O26 0.889
29 O 0.262 1.118 4.102  H30 0.994, H31 0.991
30 H -0.475 1.439 4.687  O29 0.994
31 H 0.720 0.341 4.514  O29 0.991
32 O -1.857 1.444 -0.676  H33 0.948, H34 0.966
33 H -2.303 1.406 0.160  O32 0.948
34 H -1.919 0.712 -1.303  O32 0.966
35 O 1.296 3.587 2.513  H36 0.980, H37 0.941
36 H 0.511 4.067 2.850  O35 0.980
37 H 1.316 2.797 3.025  O35 0.941
38 O -2.660 4.198 0.472  H39 1.025, H40 0.987
39 H -2.059 3.372 0.553  O38 1.025
40 H -2.350 4.558 -0.393  O38 0.987
41 O -2.693 -0.849 -0.561  H42 1.000, H43 1.035
42 H -1.793 -1.180 -0.273  O41 1.000
43 H -3.167 -1.682 -0.954  O41 1.035
44 O -3.241 -3.114 0.021  H45 1.026, H46 0.931
45 H -2.774 -4.026 0.071  O44 1.026
46 H -3.085 -2.912 0.915  O44 0.931
47 O -3.510 0.439 1.361  H48 0.954, H49 1.018
48 H -3.278 -0.234 0.725  O47 0.954
49 H -4.285 0.957 0.951  O47 1.018

For the HOMO-LUMO gap, the calculation gives 0.3102 Ha. The calculation puts the lowest unoccupied orbital energy at -0.4 eV. Its total charge is 0.

For each atom in turn, the Löwdin charge in e is:
1. O 0.0105
2. C -0.2931
3. N -0.1155
4. C -0.1364
5. C -0.1602
6. C -0.1151
7. C -0.1356
8. H 0.1390
9. H 0.0929
10. H 0.1051
11. H 0.1132
12. H 0.1158
13. H 0.0718
14. H 0.1103
15. H 0.1289
16. H 0.0914
17. O -0.0854
18. H -0.0146
19. H 0.0452
20. O -0.0279
21. H 0.1051
22. H -0.0341
23. O -0.1500
24. H 0.0272
25. H 0.1179
26. O -0.0110
27. H -0.0534
28. H -0.0317
29. O -0.0796
30. H 0.0850
31. H 0.0776
32. O -0.0735
33. H -0.0189
34. H 0.0371
35. O -0.0350
36. H 0.0797
37. H -0.0039
38. O -0.1084
39. H 0.0398
40. H 0.0531
41. O -0.1328
42. H 0.0903
43. H 0.1158
44. O -0.0782
45. H 0.1248
46. H -0.0337
47. O -0.1064
48. H -0.0599
49. H 0.1170

---

## two
Here is a cluster of 11 separate species, C5H31NO12 in total from the Open Molecules 2025 dataset. Energies are from wB97M-V/def2-TZVPD.

Each atom is followed by the atoms it is bonded to, with distances in Å.
Element x y z (Å)
1 O 3.774 -2.243 -0.226  C2 1.205
2 C 2.595 -1.989 -0.201  O1 1.205, C3 1.528, H9 1.099
3 C 1.738 -2.192 -1.449  C2 1.528, N4 1.484, H10 1.095, H11 1.087
4 N 0.417 -1.540 -1.270  C3 1.484, C5 1.484, H12 1.013
5 C 0.058 -0.856 -2.537  N4 1.484, C6 1.511, H13 1.093, H14 1.092
6 C -1.365 -0.356 -2.438  C5 1.511, C7 1.541, H15 1.094, H16 1.096
7 C -1.670 0.638 -1.302  C6 1.541, O8 1.451, H17 1.075, H18 1.081
8 O -0.401 1.072 -0.748  C7 1.451, H19 0.960
9 H 2.082 -1.686 0.723  C2 1.099
10 H 1.677 -3.284 -1.395  C3 1.095
11 H 2.277 -1.693 -2.250  C3 1.087
12 H 0.433 -0.887 -0.496  N4 1.013
13 H 0.158 -1.678 -3.250  C5 1.093
14 H 0.794 -0.106 -2.835  C5 1.092
15 H -1.751 0.042 -3.382  C6 1.094
16 H -2.038 -1.221 -2.420  C6 1.096
17 H -2.005 1.532 -1.798  C7 1.075
18 H -2.253 0.181 -0.515  C7 1.081
19 H -0.567 1.659 -0.007  O8 0.960
20 O 0.683 2.815 -2.385  H21 0.969, H22 0.987
21 H 1.079 2.455 -3.193  O20 0.969
22 H 0.583 1.937 -1.946  O20 0.987
23 O 0.338 -1.909 2.259  H24 0.974, H25 0.962
24 H -0.600 -1.664 2.349  O23 0.974
25 H 0.284 -2.657 1.656  O23 0.962
26 O -3.180 1.244 1.603  H27 0.966, H28 0.987
27 H -3.845 0.568 1.418  O26 0.966
28 H -2.742 0.770 2.350  O26 0.987
29 O -1.571 3.525 1.941  H30 0.961, H31 0.947
30 H -2.419 3.161 2.209  O29 0.961
31 H -1.189 3.094 1.190  O29 0.947
32 O 2.624 2.686 -0.474  H33 0.972, H34 0.962
33 H 1.883 3.195 -0.844  O32 0.972
34 H 2.632 3.012 0.431  O32 0.962
35 O 3.129 0.646 -2.013  H36 0.965, H37 0.964
36 H 3.362 0.520 -1.085  O35 0.965
37 H 3.371 1.579 -2.055  O35 0.964
38 O -1.603 -3.495 -0.713  H39 0.970, H40 0.961
39 H -0.945 -2.819 -0.941  O38 0.970
40 H -1.498 -4.220 -1.334  O38 0.961
41 O -2.318 0.445 4.040  H42 0.961, H43 0.973
42 H -2.091 -0.430 4.367  O41 0.961
43 H -1.451 0.810 3.787  O41 0.973
44 O -2.090 -1.922 1.263  H45 0.959, H46 0.962
45 H -2.645 -1.457 0.635  O44 0.959
46 H -2.556 -2.725 1.515  O44 0.962
47 O 0.320 1.773 2.823  H48 0.964, H49 0.966
48 H 0.386 2.692 2.541  O47 0.964
49 H 1.129 1.376 2.475  O47 0.966

For the HOMO-LUMO gap, the calculation gives 0.3428 Ha. The calculation puts the lowest unoccupied orbital energy at 0.0 eV. Its total charge is 0.

For each atom in turn, the Löwdin charge in e is:
1. O 0.0545
2. C -0.2480
3. C -0.1480
4. N -0.0764
5. C -0.2131
6. C -0.1552
7. C -0.1661
8. O -0.1162
9. H 0.1038
10. H 0.1294
11. H 0.1098
12. H 0.0859
13. H 0.1244
14. H 0.0941
15. H 0.1118
16. H 0.1049
17. H 0.1181
18. H 0.0817
19. H 0.0701
20. O -0.0777
21. H 0.0543
22. H 0.0030
23. O -0.0815
24. H -0.0010
25. H 0.0236
26. O -0.0783
27. H 0.0471
28. H 0.0028
29. O -0.0414
30. H 0.0318
31. H -0.0039
32. O -0.0613
33. H 0.0276
34. H 0.0445
35. O -0.0637
36. H 0.0309
37. H 0.0256
38. O -0.0882
39. H -0.0189
40. H 0.0376
41. O -0.0419
42. H 0.0597
43. H 0.0309
44. O -0.0556
45. H 0.0318
46. H 0.0689
47. O -0.0469
48. H 0.0263
49. H 0.0486

---

We find two to be the most stable, with the next structure 50.6 kcal/mol higher.